# 1
49
Properties=species:S:1:pos:R:3:forces:R:3 method="wB97M-V/def2-TZVPD" spin_multiplicity=5 molar_mass_g_mol=611.3 homo_ev="-7.01 / -7.62" homo_lumo_gap_ev="7.463 / 8.042" lumo_energy_ev="0.45 / 0.42" e_above_lowest_kcal_mol=0.0
Cr 0.0636 -0.3277 0.0575 0.12 0.47 0.74
Cl 0.3303 -3.5648 -2.4186 0.00 0.01 0.05
C -0.0455 -2.4815 -3.7501 -0.03 0.03 -0.11
Cl -0.8618 -0.9965 -3.2202 -0.03 0.03 -0.02
H -0.7162 -2.9917 -4.4315 0.05 0.01 -0.02
H 0.8752 -2.1821 -4.2375 0.00 -0.06 0.03
O -1.4617 0.9062 0.8087 0.05 -0.13 -0.19
N -1.2920 1.4349 2.0193 -0.10 0.05 -0.14
C -1.9480 2.5928 2.2621 0.00 -0.03 0.07
C -1.8814 3.2085 3.4776 0.04 -0.06 -0.03
C -1.1109 2.6032 4.4799 -0.06 0.09 0.02
C -0.4481 1.4391 4.2120 0.08 -0.12 -0.03
C -0.5079 0.8176 2.9442 -0.09 0.02 0.04
S 0.3244 -0.6151 2.5495 0.01 0.00 -0.06
H -2.5123 2.9543 1.4169 0.00 0.01 0.00
H -2.4111 4.1353 3.6336 -0.01 0.01 0.03
H -1.0375 3.0550 5.4598 0.01 0.01 0.01
H 0.1569 0.9498 4.9609 0.02 0.01 0.00
F 4.9919 -2.7464 0.4931 -0.02 0.01 0.00
C 4.2402 -1.7395 -0.0040 0.07 -0.05 0.03
C 2.8779 -1.7484 0.1960 0.03 0.07 -0.08
C 2.0859 -0.7189 -0.3128 -0.19 -0.14 -0.19
C 2.7216 0.3190 -1.0321 -0.03 0.12 -0.09
C 4.1056 0.2723 -1.1992 -0.02 0.07 -0.04
F 4.7578 1.2494 -1.8835 0.03 -0.02 0.04
C 4.8933 -0.7375 -0.6979 -0.07 -0.03 0.02
C 1.8600 1.4045 -1.5623 0.09 -0.11 -0.05
C 2.2843 2.4850 -2.3447 -0.02 -0.10 0.05
C 1.3598 3.4019 -2.8008 -0.03 0.08 -0.05
C 0.0158 3.2501 -2.4883 0.04 -0.10 0.04
C -0.3348 2.1706 -1.7043 0.01 0.13 0.02
N 0.5536 1.2874 -1.2503 0.03 -0.30 0.02
H 2.4471 -2.5669 0.7577 -0.01 -0.01 0.03
H 5.9634 -0.7395 -0.8377 0.01 0.00 -0.02
H 3.3251 2.5882 -2.5930 0.01 0.05 -0.02
H 1.6886 4.2367 -3.4065 0.00 0.00 -0.01
H -0.7385 3.9403 -2.8350 0.00 0.03 -0.02
H -1.3603 2.0015 -1.4006 0.00 0.00 0.03
Br -0.1160 -3.9620 1.1189 0.05 0.05 0.10
C -1.7425 -3.0577 0.8109 -0.16 -0.04 -0.13
C -2.9112 -3.6174 1.3127 0.09 0.08 -0.09
C -4.1025 -2.9883 1.0075 -0.07 0.03 -0.02
C -4.0902 -1.8508 0.2093 0.13 -0.10 0.02
C -2.8703 -1.3767 -0.2295 -0.07 -0.06 0.11
N -1.7039 -1.9576 0.0818 0.08 0.01 -0.12
H -2.8685 -4.5172 1.9066 -0.02 0.00 0.02
H -5.0355 -3.3928 1.3772 -0.01 0.01 0.01
H -4.9988 -1.3377 -0.0680 -0.04 -0.01 0.01
H -2.8147 -0.4889 -0.8449 0.04 0.00 0.03

# 2
14
Properties=species:S:1:pos:R:3:forces:R:3 method="wB97M-V/def2-TZVPD" molar_mass_g_mol=131.2 homo_ev=-8.84 homo_lumo_gap_ev=9.161 lumo_energy_ev=0.32 e_above_lowest_kcal_mol=62.3
F 2.7201 -0.1634 -0.0203 -1.38 -0.79 -1.19
C 1.3575 -0.2333 -0.4590 -1.17 -0.55 -0.50
C 0.8540 1.1530 -0.2920 0.09 4.90 1.58
C -0.3313 1.7543 0.1718 5.64 0.90 -2.73
C -1.4753 1.0312 0.4765 -4.95 -3.30 1.07
S -1.6524 -0.5915 -0.5370 0.21 1.38 0.89
N -0.6022 -1.3356 0.6343 -1.27 -1.12 -0.19
C 0.6038 -1.0837 0.5245 3.55 -0.86 2.10
H 1.1039 -0.7537 -1.4816 1.46 1.32 1.40
H 1.7600 1.9168 -0.2072 -1.90 -1.70 -0.72
H -0.2893 2.8722 0.2712 -0.08 -1.27 0.12
H -2.5583 1.5038 0.3926 2.55 -0.60 0.56
H -1.2277 0.5035 1.4914 -1.42 1.23 -1.22
H 1.3314 -1.4882 1.3372 -1.32 0.45 -1.17

# 3
18
Properties=species:S:1:pos:R:3:forces:R:3 method="wB97M-V/def2-TZVPD" molar_mass_g_mol=101.1 homo_ev=-6.75 homo_lumo_gap_ev=7.691 lumo_energy_ev=0.94 e_above_lowest_kcal_mol=72.7
C 1.7089 -1.4817 0.1953 0.05 0.04 -0.02
C 0.2961 -1.4101 0.7560 -0.04 -0.15 0.04
N -0.3135 -0.0723 0.5730 -0.05 0.11 -0.12
C -0.2344 0.7648 1.6082 -0.01 0.07 0.00
C -0.8321 0.1708 -0.6328 -0.01 -0.03 0.11
C -1.2360 1.5378 -1.0552 -0.10 0.02 0.34
O -1.0455 1.7207 -2.4499 0.24 -0.03 -0.11
H 2.1046 -2.4947 0.3221 -0.06 0.15 -0.01
H 2.3731 -0.7846 0.7151 -0.10 -0.09 -0.06
H 1.7144 -1.2387 -0.8708 0.00 -0.05 0.15
H -0.3589 -2.1286 0.2570 0.09 0.10 0.05
H 0.2768 -1.6298 1.8253 0.02 0.04 -0.15
H -0.7604 1.7066 1.5780 0.10 -0.12 -0.02
H 0.3895 0.4906 2.4460 -0.12 -0.02 -0.11
H -0.9973 -0.6751 -1.2887 0.07 0.10 0.09
H -2.2987 1.7620 -0.8843 0.13 -0.04 0.03
H -0.6608 2.2793 -0.4677 -0.06 -0.12 -0.11
H -0.1258 1.4831 -2.6266 -0.16 0.04 -0.09

# 4
77
Properties=species:S:1:pos:R:3:forces:R:3 method="wB97M-V/def2-TZVPD" charge=+1 molar_mass_g_mol=638.5 homo_ev=-11.29 homo_lumo_gap_ev=8.017 lumo_energy_ev=-3.28 e_above_lowest_kcal_mol=42.5
Rb 1.4870 -3.9908 -1.8420 0.49 0.48 0.15
Rb -3.0925 -2.6780 0.2154 -0.06 0.54 -0.02
O 0.4371 0.6699 -1.1169 0.28 0.17 0.63
C -0.0944 -0.4389 -0.5660 -0.39 -1.74 -0.93
O -1.2778 -0.3592 -0.2369 -2.47 0.85 1.09
O 0.5244 -1.4905 -0.5466 2.43 -2.26 -0.17
H -0.3299 1.1582 -0.8089 -0.05 1.88 -0.61
C 1.8851 3.1753 0.3169 0.48 0.11 -0.81
C 2.1987 4.6151 0.6785 0.45 -1.64 2.03
O 1.7003 5.5455 0.1462 -0.72 1.43 -1.14
C 3.1338 4.7527 1.8755 0.78 0.43 -0.48
H 1.2105 2.6950 1.0257 0.13 0.16 -0.03
H 2.8159 2.6085 0.2924 0.00 -0.14 0.14
H 1.4803 3.1455 -0.6946 -0.28 -0.04 0.14
H 2.6397 4.5920 2.8337 -0.14 -0.19 -0.13
H 3.6076 5.7341 1.8989 -0.35 0.17 -0.03
H 3.9655 4.0580 1.7584 -0.13 -0.30 0.24
C 3.6059 -0.2099 -1.3118 1.27 -1.34 -1.28
C 4.3015 -1.2486 -2.2497 0.63 -0.63 -0.01
O 4.2401 -2.4579 -2.0228 -0.45 1.37 -0.35
C 5.1450 -0.7154 -3.4530 -0.65 0.07 0.85
H 4.4505 0.3597 -0.9240 -0.16 0.27 0.24
H 3.1006 -0.7770 -0.5301 -0.20 0.39 -0.14
H 2.9705 0.4442 -1.9089 -0.15 -0.01 0.30
H 5.8439 0.0627 -3.1458 -0.16 0.12 0.26
H 4.4360 -0.2366 -4.1283 0.02 0.04 -0.20
H 5.7390 -1.4536 -3.9917 -0.43 -0.32 0.27
C -1.5908 0.6361 -3.7483 0.23 0.67 -0.74
C -0.5233 1.0666 -4.7924 -0.37 -1.34 -0.68
O -0.7925 1.0694 -5.9878 0.56 0.39 1.82
C 0.9049 1.2075 -4.2345 -0.41 0.44 -0.80
H -1.5112 -0.4389 -3.5868 0.31 -0.03 0.18
H -2.5921 0.7918 -4.1498 0.09 0.20 -0.07
H -1.4576 1.1741 -2.8097 -0.06 -0.21 -0.01
H 0.9461 1.9357 -3.4245 -0.04 -0.12 0.05
H 1.5867 1.5101 -5.0292 -0.13 0.06 -0.04
H 1.2476 0.2433 -3.8590 -0.20 -0.06 0.19
C 2.8330 -3.0792 1.8573 0.35 -0.90 0.14
C 2.5562 -4.4740 1.3718 1.43 0.06 -1.29
O 3.2507 -4.8182 0.4050 -1.54 -0.46 1.02
C 1.3975 -5.3136 1.8678 -0.06 -0.10 -1.25
H 3.7955 -2.8466 1.4017 -0.18 0.40 0.09
H 2.9259 -3.0276 2.9421 -0.45 0.32 0.00
H 2.0302 -2.4963 1.4057 -0.03 0.58 0.39
H 1.2880 -6.1132 1.1353 0.31 -0.50 0.38
H 0.4768 -4.7573 1.6923 -0.10 0.41 0.61
H 1.4486 -5.7005 2.8856 0.09 0.23 -0.09
C -1.3451 2.8898 1.2059 -0.29 0.60 0.39
C -2.6455 3.0985 2.0032 0.10 -0.85 -1.82
O -3.4856 3.8944 1.6675 0.06 0.03 0.56
C -2.8748 2.0341 3.0741 -0.46 0.82 0.29
H -1.4051 2.0279 0.5414 -0.14 -0.76 0.91
H -0.6245 2.8253 2.0212 0.61 -0.45 -0.56
H -1.0497 3.6320 0.4643 -0.34 0.82 0.62
H -2.0467 1.9300 3.7752 0.09 0.03 -0.12
H -3.0579 1.0699 2.5997 0.11 -0.01 -0.17
H -3.7718 2.3254 3.6207 0.03 -0.14 0.07
C -0.7283 -2.3959 2.9201 -0.16 -0.94 0.09
C -1.7549 -3.3915 3.5361 1.14 0.72 -0.56
O -2.5139 -4.0600 2.8477 0.49 0.77 0.60
C -1.5947 -3.5342 5.0289 -1.08 -1.17 0.56
H 0.2053 -2.5076 3.4714 -0.07 0.26 0.24
H -1.0455 -1.3542 2.9697 -0.10 -0.03 0.06
H -0.4489 -2.6513 1.8979 -0.43 0.15 -0.23
H -2.1965 -4.3909 5.3321 0.09 -0.22 -0.01
H -1.9900 -2.7468 5.6707 0.09 0.57 -0.53
H -0.5710 -3.7160 5.3564 0.09 0.13 -0.36
C -4.1902 1.6390 -0.8017 -0.21 -0.72 -0.07
C -4.9825 0.5144 -1.4263 -0.74 -0.25 0.95
O -5.1452 -0.5441 -0.8135 0.45 0.67 -0.94
C -5.6389 0.8186 -2.7588 0.40 -0.33 0.50
H -4.9033 2.2526 -0.2511 -0.02 0.28 -0.12
H -3.6934 2.2229 -1.5765 0.10 0.15 0.31
H -3.5170 1.2036 -0.0633 0.23 0.16 -0.22
H -4.8395 1.2295 -3.3754 -0.10 -0.33 -0.47
H -6.3622 1.6320 -2.7009 -0.07 -0.02 0.38
H -6.1273 -0.0769 -3.1429 0.21 0.17 -0.23

# 5
54
Properties=species:S:1:pos:R:3:forces:R:3 method="wB97M-V/def2-TZVPD" charge=-1 spin_multiplicity=2 molar_mass_g_mol=824.1 homo_ev="-4.06 / -4.03" homo_lumo_gap_ev="5.296 / 5.075" lumo_energy_ev="1.24 / 1.04" e_above_lowest_kcal_mol=52.4
Pt -1.1786 1.7031 -0.3446 0.29 1.24 0.55
S -4.4739 5.1997 0.4873 0.05 -0.68 0.22
Sb -3.9516 2.9847 0.9037 -0.93 1.04 0.25
S -1.5780 3.1126 1.5872 0.21 -1.13 -1.78
S -3.2468 2.2422 -1.3418 1.70 -0.55 0.88
F -0.1703 1.0216 -2.5846 -0.79 0.77 0.32
B 0.7546 0.0058 -2.8719 0.17 -0.32 0.11
F 1.9504 0.5584 -3.2511 0.80 0.45 -0.23
F 0.2474 -0.8206 -3.8452 -0.36 -0.45 -0.63
F 0.9356 -0.7454 -1.6955 0.18 -0.36 0.57
C 0.1115 -2.0368 0.8248 0.20 0.39 -0.22
As -1.1544 -0.7296 0.0772 -1.21 -0.94 0.40
C -2.5158 -1.0201 1.4807 0.17 0.25 -0.03
C -2.0172 -1.6471 -1.4663 0.23 0.39 -0.16
C -2.8152 -2.8403 -1.0935 -0.17 -0.24 0.11
C -2.2406 -4.1091 -1.0344 0.10 0.10 -0.02
C -2.9780 -5.2092 -0.6316 0.00 -0.14 0.03
C -4.3124 -5.0677 -0.2869 0.01 -0.07 0.01
C -4.9060 -3.8189 -0.3767 -0.13 -0.01 0.04
C -4.1689 -2.7199 -0.7780 0.07 0.09 -0.06
H -0.3549 -3.0224 0.8224 -0.12 0.08 -0.05
H 0.3349 -1.7511 1.8537 -0.08 0.04 -0.07
H 1.0242 -2.0473 0.2375 0.00 0.00 -0.04
H -2.7479 -2.0767 1.6194 0.11 -0.01 -0.12
H -3.4333 -0.4807 1.2499 0.03 0.06 -0.08
H -2.1192 -0.6170 2.4172 0.00 0.02 -0.13
H -1.2223 -1.8842 -2.1747 0.00 0.07 0.08
H -2.6531 -0.8788 -1.9232 0.18 -0.05 0.14
H -1.2056 -4.2338 -1.3271 0.07 0.03 0.02
H -2.5120 -6.1857 -0.5933 0.03 -0.01 0.00
H -4.8848 -5.9259 0.0381 -0.04 -0.03 -0.01
H -5.9527 -3.6988 -0.1342 -0.07 0.01 0.02
H -4.6477 -1.7514 -0.8618 0.03 0.04 0.05
C 2.0900 3.4264 -1.3771 -0.40 -0.08 -0.21
N 2.8140 2.9581 -0.2163 -0.06 -0.02 -0.06
C 4.2084 3.3291 -0.1493 0.30 0.07 0.21
C 4.7525 3.1325 1.2610 -0.01 -0.18 -0.18
C 4.3973 1.7284 1.7329 0.30 0.27 -0.02
N 2.9703 1.5618 1.6526 -0.07 -0.03 -0.04
C 2.3627 0.5164 2.4390 -0.24 -0.07 -0.02
C 2.2516 2.0113 0.5735 0.20 0.37 0.24
O 1.1106 1.5906 0.4094 -1.04 -0.29 -0.23
H 2.1424 4.5157 -1.4236 -0.01 0.00 0.02
H 1.0447 3.1184 -1.2940 0.28 0.16 -0.13
H 2.5004 2.9985 -2.2942 -0.02 -0.03 -0.02
H 4.2925 4.3838 -0.4404 -0.02 -0.18 0.01
H 4.7919 2.7390 -0.8746 -0.06 0.10 0.09
H 4.2999 3.8635 1.9348 0.01 -0.03 -0.01
H 5.8341 3.2758 1.2688 -0.02 0.01 -0.01
H 4.7011 1.5859 2.7751 -0.03 0.00 -0.11
H 4.9238 0.9739 1.1266 -0.01 0.06 0.06
H 2.7687 0.5508 3.4501 0.01 -0.04 -0.01
H 2.5372 -0.4716 1.9982 0.00 -0.04 0.11
H 1.2883 0.7021 2.4647 0.13 -0.14 0.14

# 6
15
Properties=species:S:1:pos:R:3:forces:R:3 method="wB97M-V/def2-TZVPD" molar_mass_g_mol=87.1 homo_ev=-8.76 homo_lumo_gap_ev=9.630 lumo_energy_ev=0.87 e_above_lowest_kcal_mol=87.6
C -0.3432 -1.3697 0.1467 -0.38 0.10 0.35
C 0.4131 -0.0909 0.1775 4.05 0.77 -1.14
C 1.9820 -0.1686 -0.2154 -1.86 -0.57 0.48
C 0.0548 1.1520 0.4141 -4.15 -0.14 1.50
O -1.3583 1.3752 0.8431 2.07 0.16 -0.62
N -2.2890 1.2766 -0.2524 0.08 -0.15 0.13
H 0.2427 -2.1747 0.6009 0.06 0.12 -0.15
H -0.5687 -1.6528 -0.8860 0.01 -0.04 0.10
H -1.2750 -1.3024 0.7150 0.05 0.07 -0.17
H 2.0709 -0.6399 -1.1968 0.11 -0.06 0.09
H 2.4924 0.7969 -0.2473 -0.38 -0.03 0.07
H 2.4719 -0.7912 0.5377 0.08 -0.05 -0.18
H 0.5995 2.0775 0.5087 0.38 -0.22 -0.27
H -1.7260 1.1154 -1.0878 -0.11 0.00 0.04
H -2.7670 0.3967 -0.0579 0.00 0.05 -0.24

# 7
98
Properties=species:S:1:pos:R:3:forces:R:3 method="wB97M-V/def2-TZVPD" spin_multiplicity=2 molar_mass_g_mol=839.7 homo_ev="-6.48 / -6.48" homo_lumo_gap_ev="6.698 / 4.340" lumo_energy_ev="0.22 / -2.14" e_above_lowest_kcal_mol=37.8
Zr -2.8946 0.9188 -0.1508 0.57 -0.29 -0.56
N -3.0526 -0.4242 1.9646 -0.08 -0.23 0.00
C -3.1817 0.3575 3.2102 -0.04 0.14 0.56
C -4.2123 1.4790 3.0123 0.28 0.01 -0.37
C -3.7669 2.1028 1.6908 -0.59 0.94 2.54
O -4.5348 2.0034 0.6969 -0.84 -0.04 -0.37
O -2.5734 2.4407 1.5598 0.00 0.03 0.01
H -3.8659 -1.0354 1.8374 0.29 0.11 0.05
H -2.2338 -1.0368 2.0218 -0.27 0.14 -0.10
H -2.2104 0.8301 3.3958 -0.21 -0.19 0.01
H -3.4489 -0.2691 4.0726 0.09 0.09 -0.21
H -4.1704 2.1781 3.8468 0.04 0.03 -0.07
H -5.2307 1.1034 2.8972 0.07 0.00 0.07
C -6.1399 -0.3268 -0.3132 0.14 -0.07 -0.21
C -6.0065 -1.6686 -1.0376 0.02 0.21 0.00
C -5.8297 -1.4314 -2.5396 0.05 -0.09 0.08
C -4.8767 -2.5249 -0.5109 -0.59 0.06 0.03
C -5.1769 -3.7367 0.0714 -0.39 0.24 0.01
C -4.1867 -4.6234 0.4681 0.18 0.07 -0.08
C -2.8706 -4.3216 0.1607 0.26 -0.05 0.06
C -2.5080 -3.1159 -0.4063 0.65 -0.12 0.04
C -1.0389 -2.9057 -0.6987 0.02 0.11 -0.09
C -0.7570 -2.0989 -1.9651 -0.10 0.20 0.00
C -0.3507 -2.2359 0.4944 -0.24 -0.12 -0.16
C -3.5020 -2.0955 -0.6345 -0.10 -0.34 -0.53
N -3.1997 -0.8538 -0.9502 -0.38 -1.28 0.22
H -7.1098 0.1197 -0.5284 -0.01 0.10 -0.03
H -5.3523 0.3581 -0.6600 -0.76 -0.31 0.19
H -6.0706 -0.4633 0.7677 0.06 0.16 0.05
H -6.9388 -2.2256 -0.8794 0.16 0.00 0.00
H -4.8658 -0.9500 -2.7191 -0.16 -0.02 -0.10
H -6.6248 -0.7938 -2.9223 -0.05 0.04 -0.04
H -5.8567 -2.3793 -3.0728 0.03 -0.04 -0.15
H -6.2155 -4.0068 0.2109 -0.08 0.01 -0.01
H -4.4342 -5.5473 0.9650 -0.07 -0.15 0.00
H -2.0969 -5.0520 0.3676 0.04 0.03 0.01
H -0.6005 -3.9047 -0.8333 -0.10 0.12 0.09
H -1.1867 -1.0933 -1.8687 0.38 -0.39 -0.19
H -1.1929 -2.5840 -2.8368 -0.04 -0.01 -0.13
H 0.3211 -2.0202 -2.1118 0.05 -0.02 -0.03
H -0.6875 -1.1923 0.5440 0.32 -0.18 0.13
H 0.7267 -2.2614 0.3344 0.00 0.20 0.12
H -0.5816 -2.7664 1.4185 0.00 -0.02 0.17
C 5.1909 -4.3796 -2.4193 0.11 0.05 -0.02
C 4.4965 -3.1366 -1.9515 -0.02 -0.05 -0.02
C 4.3218 -2.8752 -0.6036 -0.03 0.00 -0.22
C 3.6281 -1.7544 -0.1661 -0.04 0.08 0.17
C 3.4543 -1.5618 1.3073 -0.04 0.03 0.08
C 3.1147 -0.8430 -1.0886 -0.28 0.33 -0.14
Te 1.5704 0.6394 -0.6040 1.84 -1.14 0.36
N -0.8702 1.2417 -0.2389 -0.25 0.57 0.34
C -1.1708 2.1867 -1.0516 1.23 -0.21 0.33
O -2.3874 2.2022 -1.5813 -1.09 0.93 -1.57
C -0.2337 3.2961 -1.3461 -0.07 0.44 -0.20
C 0.0302 4.2276 -0.3485 -0.07 -0.12 -0.05
C 0.9514 5.2352 -0.5756 0.07 0.07 0.07
C 1.6230 5.3011 -1.7844 0.08 0.01 0.05
C 1.3599 4.3734 -2.7776 -0.06 -0.05 -0.12
C 0.4223 3.3773 -2.5670 -0.20 0.13 -0.01
C 2.5910 1.6002 1.0276 -0.17 0.03 -0.33
C 3.8750 2.1127 0.8402 -0.06 -0.10 -0.14
C 4.5486 2.0640 -0.4938 0.05 0.04 -0.04
C 4.5498 2.6665 1.9208 -0.02 -0.01 0.17
C 3.9702 2.7560 3.1748 -0.05 -0.02 -0.09
C 4.7059 3.3440 4.3413 -0.05 -0.02 -0.01
C 2.6722 2.2876 3.3295 0.13 0.05 -0.09
C 1.9764 1.7134 2.2769 -0.11 -0.11 -0.01
C 0.5869 1.2011 2.5040 -0.09 0.14 0.01
C 3.3206 -1.0866 -2.4536 0.01 0.17 -0.08
C 2.7866 -0.1387 -3.4898 0.04 0.01 -0.10
C 3.9996 -2.2219 -2.8691 0.01 -0.03 0.14
H 5.1869 -5.1412 -1.6431 0.02 -0.10 0.01
H 6.2280 -4.1653 -2.6784 0.09 -0.05 -0.02
H 4.7053 -4.7777 -3.3083 0.00 -0.09 -0.04
H 4.7100 -3.5683 0.1306 0.03 -0.12 0.08
H 4.2879 -0.9902 1.7157 0.01 0.11 0.12
H 3.4161 -2.5210 1.8212 0.01 -0.04 0.07
H 2.5414 -1.0040 1.5064 -0.04 -0.02 0.16
H -0.4991 4.1567 0.5920 0.02 -0.03 0.09
H 1.1586 5.9688 0.1902 -0.02 0.01 0.09
H 2.3587 6.0734 -1.9500 0.06 0.09 -0.03
H 1.8840 4.4326 -3.7190 0.06 -0.02 -0.12
H 0.1927 2.6566 -3.3387 0.06 -0.07 -0.08
H 3.8730 2.4352 -1.2664 0.04 0.00 -0.07
H 4.8076 1.0380 -0.7489 0.06 -0.06 -0.13
H 5.4556 2.6621 -0.4906 0.10 0.08 -0.02
H 5.5564 3.0323 1.7740 0.12 0.09 -0.02
H 5.6724 3.7397 4.0390 0.07 0.02 0.02
H 4.8640 2.5848 5.1071 0.06 0.02 0.09
H 4.1253 4.1505 4.7867 0.02 0.07 0.09
H 2.1960 2.3645 4.2975 -0.10 0.01 0.12
H 0.2140 1.5330 3.4703 -0.03 0.01 0.16
H 0.5925 0.1100 2.4862 -0.09 -0.18 -0.04
H -0.0913 1.5477 1.7202 0.10 -0.12 0.23
H 1.6976 -0.2210 -3.5557 0.01 0.10 -0.11
H 3.2130 -0.3555 -4.4695 -0.06 -0.02 -0.02
H 3.0244 0.8924 -3.2213 -0.07 0.01 -0.06
H 4.1315 -2.4090 -3.9284 -0.01 0.01 -0.07